Molecular formula: C41H72BeClF4LiMgN2O12S
Method: DFT, wB97M-V/def2-TZVPD

Output
Calculated total energy = -111492.76865 eV
LUMO level = -4.55 eV
Gap between HOMO and LUMO = 0.8 eV
Total charge = 0
HOMO = -0.197 hartree

CARTESIAN COORDINATES (ANGSTROEM)
C1 3.115 1.142 1.189
C2 2.083 1.351 0.381
C3 1.702 0.405 -0.791
O1 1.392 -0.843 -0.147
S1 0.053 -0.611 0.736
O2 0.291 -0.393 2.128
O3 -0.902 -1.682 0.665
O4 -0.492 0.679 -0.076
C4 0.330 0.876 -1.279
C5 0.203 2.235 -1.984
C6 1.540 2.877 -2.428
C7 1.876 2.510 -3.897
C8 2.914 3.480 -4.513
C9 4.414 3.018 -4.444
C10 4.719 1.815 -3.529
C11 4.615 0.410 -4.163
C12 5.129 0.298 -5.608
C13 -0.350 -0.147 -2.260
C14 -1.897 0.090 -2.345
C15 -2.749 -1.111 -1.890
C16 -3.667 -1.546 -3.042
C17 -2.888 -2.335 -4.129
C18 -2.673 -1.441 -5.387
C19 -1.182 -1.528 -5.811
C20 -0.818 -0.275 -6.640
C21 0.713 -0.121 -6.880
O5 1.371 -1.365 -6.879
C22 2.046 -1.654 -5.656
H1 3.110 1.644 2.156
H2 3.979 0.538 0.915
H3 1.460 2.234 0.534
H4 2.416 0.414 -1.618
H5 -0.438 2.176 -2.869
H6 -0.335 2.907 -1.298
H7 1.368 3.963 -2.440
H8 2.379 2.714 -1.742
H9 2.117 1.446 -4.027
H10 0.933 2.678 -4.444
H11 2.826 4.424 -3.961
H12 2.661 3.650 -5.566
H13 4.773 2.907 -5.470
H14 4.975 3.867 -4.026
H15 5.765 1.930 -3.206
H16 4.138 1.865 -2.598
H17 3.612 -0.036 -4.132
H18 5.250 -0.254 -3.554
H19 6.166 0.629 -5.739
H20 4.506 0.969 -6.225
H21 5.000 -0.701 -6.050
H22 0.110 0.033 -3.250
H23 -0.150 -1.189 -1.969
H24 -2.100 0.284 -3.404
H25 -2.205 1.032 -1.835
H26 -2.102 -1.959 -1.629
H27 -3.382 -0.831 -1.041
H28 -4.179 -0.687 -3.493
H29 -4.476 -2.234 -2.613
H30 -3.430 -3.253 -4.428
H31 -1.899 -2.626 -3.757
H32 -2.860 -0.387 -5.153
H33 -3.328 -1.738 -6.222
H34 -0.549 -1.479 -4.916
H35 -0.956 -2.452 -6.354
H36 -1.351 -0.361 -7.619
H37 -1.213 0.626 -6.152
H38 0.836 0.314 -7.886
H39 1.128 0.614 -6.179
H40 1.819 -0.931 -4.861
H41 1.757 -2.640 -5.265
H42 3.133 -1.678 -5.814
F1 -3.453 2.009 -2.560
C23 -1.821 -4.661 2.292
O6 -0.454 -4.521 1.964
H43 -2.059 -5.724 2.336
H44 -2.023 -4.200 3.267
H45 -2.453 -4.194 1.507
H46 -0.268 -3.575 1.920
Be1 -4.215 -3.697 -2.272
Cl1 -3.363 -4.191 -0.176
Mg1 -1.486 -7.150 3.214
C24 -0.626 3.210 2.572
C25 0.526 4.131 2.943
N1 0.418 5.458 2.365
C26 1.637 6.241 2.493
C27 2.098 6.617 3.905
C28 -0.815 6.175 2.644
C29 -1.180 6.425 4.112
H47 -0.738 3.134 1.489
H48 -0.434 2.208 2.960
H49 -1.574 3.545 2.996
H50 1.448 3.671 2.571
H51 0.614 4.163 4.040
H52 1.537 7.154 1.898
H53 2.446 5.680 2.012
H54 1.489 7.414 4.328
H55 3.125 6.989 3.870
H56 2.083 5.768 4.589
H57 -1.639 5.628 2.178
H58 -0.799 7.131 2.115
H59 -1.021 5.545 4.738
H60 -2.238 6.690 4.186
H61 -0.615 7.256 4.532
C30 -2.102 7.353 9.392
C31 -1.055 7.801 8.531
C32 -0.268 6.687 7.871
O7 0.607 6.879 7.057
C33 -0.589 5.317 8.252
C34 -1.628 4.869 9.124
C35 -2.485 5.979 9.701
O8 -3.453 5.783 10.399
O9 -1.867 3.718 9.418
O10 -0.767 8.955 8.297
H62 -2.718 8.094 9.893
H63 0.060 4.577 7.793
Li1 -2.298 -0.383 -9.030
C36 3.962 -3.515 -8.170
C37 5.153 -2.887 -7.592
N2 6.086 -2.395 -7.138
H64 4.168 -3.823 -9.194
H65 3.687 -4.391 -7.584
H66 3.133 -2.808 -8.167
C38 -2.266 -9.571 7.007
C39 -3.756 -9.257 7.010
O11 -4.574 -10.271 6.479
C40 -4.904 -11.418 7.319
O12 -5.355 -11.077 8.487
C41 -3.731 -12.449 7.414
F2 -3.053 -12.548 6.238
F3 -4.208 -13.685 7.662
F4 -2.814 -12.192 8.360
H67 -1.975 -10.074 6.083
H68 -1.686 -8.648 7.108
H69 -1.986 -10.210 7.840
H70 -3.910 -8.399 6.343
H71 -4.094 -8.934 8.000
H72 -5.614 -11.958 6.650